Computed, not measured: C18H36NaO18 as an isolated structure, with ωB97M-V/def2-TZVPD.

Computed properties:
ΔE to the lowest compared entry with this formula, charge and spin: 594.3 kJ/mol
HOMO: -12.4 eV
HOMO-LUMO gap: 8.047 eV
E: -60511.832 eV

Geometry as ORCA input:
```
! RIJCOSX wB97M-V def2-TZVPD def2/J DEFGRID3
* xyz 1 1
Na 1.164 1.224 0.289
C 2.760 -1.803 -7.833
O 2.745 -1.003 -6.729
C 2.881 -1.461 -5.426
O 2.722 -0.722 -4.435
O 3.369 -2.728 -5.389
C 3.656 -3.351 -4.179
H 3.743 -2.275 -7.856
H 2.686 -1.184 -8.727
H 2.009 -2.593 -7.822
H 3.392 -2.767 -3.297
H 4.726 -3.529 -4.070
H 3.097 -4.287 -4.181
C -4.748 0.143 -5.806
O -4.039 0.889 -4.745
C -3.121 1.767 -4.842
O -2.528 2.141 -3.811
O -2.816 2.016 -6.159
C -1.798 2.918 -6.521
H -5.507 -0.537 -5.421
H -3.984 -0.345 -6.411
H -5.314 0.809 -6.457
H -1.702 2.867 -7.606
H -0.893 2.634 -5.985
H -2.006 3.939 -6.200
C -3.398 -5.562 0.442
O -2.329 -6.180 1.057
C -1.195 -5.625 1.401
O -0.692 -4.507 1.135
O -0.458 -6.515 2.236
C -0.835 -7.819 2.575
H -3.892 -6.367 -0.103
H -3.085 -4.682 -0.118
H -4.145 -5.273 1.182
H -0.207 -8.201 3.381
H -0.643 -8.549 1.789
H -1.861 -7.823 2.941
C 3.930 -1.560 6.345
O 4.547 -2.597 5.641
C 4.796 -2.474 4.323
O 4.581 -1.531 3.550
O 5.570 -3.515 3.850
C 5.802 -4.688 4.648
H 3.851 -0.635 5.775
H 4.595 -1.264 7.157
H 2.950 -1.859 6.718
H 4.889 -5.184 4.978
H 6.412 -4.427 5.512
H 6.343 -5.500 4.162
C -3.611 -0.862 5.312
O -4.420 0.256 5.121
C -3.928 1.070 4.203
O -2.815 1.203 3.732
O -5.005 1.817 3.855
C -4.869 2.935 2.976
H -2.698 -0.796 5.904
H -3.290 -1.211 4.330
H -4.192 -1.695 5.709
H -4.188 3.775 3.116
H -5.856 3.349 2.769
H -4.564 2.386 2.085
C 0.136 9.728 2.483
O 0.459 8.370 2.211
C 1.295 7.947 1.156
O 1.701 6.817 0.908
O 1.576 9.026 0.391
C 1.995 8.856 -0.965
H 0.973 10.142 3.044
H -0.757 9.639 3.102
H -0.176 10.332 1.631
H 2.610 9.729 -1.183
H 1.126 8.847 -1.624
H 2.478 7.913 -1.221
*
```